An isolated ion of composition C27H36N and charge +1 in a non-equilibrium geometry, computed with ωB97M-V with the def2-TZVPD basis set.

Computed properties:
molecular weight: 374.59 g mol⁻¹
HOMO: -0.4000 hartree
LUMO energy: -5.0643 eV
HOMO-LUMO gap: 5.8 eV
energy: -1104.89254 Eh
net charge: +1

Last column: Löwdin charge in e.
Geometry (Å):
C 2.9805 -0.6036 -4.1941  -0.214
C 3.4571 0.7095 -3.6192  -0.197
C 2.7664 1.0783 -2.3002  -0.204
C 3.1312 0.1302 -1.1492  -0.194
C 2.4136 0.5140 0.1574  -0.148
C 0.8455 0.4036 0.0747  -0.082
C 0.1887 -0.9128 0.2101  -0.097
C 0.3259 -1.7695 1.3585  -0.026
C -0.7735 -1.3566 -0.8050  -0.106
C -0.4145 -1.0745 -2.3000  -0.166
C 0.5342 -2.0935 -2.9224  -0.201
C 0.7899 -1.8806 -4.4418  -0.181
C 1.5524 -0.5750 -4.7039  -0.206
H 3.6128 -0.8560 -5.0434  0.118
H 3.1460 -1.4096 -3.4804  0.097
H 4.5352 0.6861 -3.4431  0.117
H 3.2750 1.5200 -4.3273  0.119
H 3.0036 2.1123 -1.9817  0.128
H 1.6735 1.0764 -2.4270  0.077
H 2.8667 -0.8947 -1.4438  0.089
H 4.2331 0.1255 -1.0221  0.133
H 2.8623 -0.0269 1.0084  0.113
H 2.6550 1.5594 0.3634  0.117
H 0.4511 1.0938 0.8653  0.167
H 0.5484 0.8193 -0.9048  0.103
H 0.1662 -2.8156 1.1480  0.127
H 1.2552 -1.5214 1.9980  0.153
H -0.9463 -2.4426 -0.7345  0.140
H -1.7291 -0.8357 -0.6006  0.124
H -1.3505 -1.1342 -2.8742  0.129
H -0.0627 -0.0527 -2.5138  0.090
H 1.5080 -2.0889 -2.4070  0.089
H 0.1332 -3.1069 -2.7469  0.120
H 1.3602 -2.7366 -4.8463  0.123
H -0.1893 -1.8737 -4.9493  0.116
H 0.9734 0.2580 -4.2924  0.098
H 1.5663 -0.4040 -5.7841  0.118
C -0.6079 -2.2872 3.5814  -0.056
C -1.1220 -1.5425 2.2777  -0.173
N -1.6165 -0.2058 2.5185  0.023
C -2.7115 0.3726 1.7502  -0.139
C -3.5260 -0.1053 0.7657  -0.064
C -4.4491 0.7673 0.1681  -0.072
C -4.5387 2.1213 0.5196  -0.065
C -3.6728 2.6341 1.4969  0.006
C -2.8465 1.7281 2.1609  -0.119
C -1.9519 1.9500 3.2404  -0.131
C -1.2795 0.7562 3.4938  -0.166
C -0.2833 0.6557 4.4502  0.000
C 0.0066 1.8545 5.1451  -0.079
C -0.6231 3.0518 4.9004  -0.073
C -1.5946 3.1510 3.8677  0.027
H -0.7683 -3.3425 3.3166  0.090
H 0.4603 -2.1640 3.8153  0.076
H -1.2415 -2.1008 4.4535  0.099
H -2.0588 -2.0939 1.9711  0.164
H -3.4922 -1.1962 0.5032  0.123
H -5.1273 0.3788 -0.5955  0.110
H -5.2573 2.7802 0.0259  0.112
H -3.6237 3.6928 1.7153  0.116
H 0.1729 -0.3050 4.6477  0.084
H 0.7840 1.8006 5.9185  0.113
H -0.3709 3.9602 5.4427  0.109
H -2.0049 4.0674 3.5238  0.103



A 8-piece molecular cluster, C30H62I2N2O26S7 overall in a non-equilibrium geometry, computed with ωB97M-V with the def2-TZVPD basis set.

Computed properties:
molecular weight: 1345.09 g mol⁻¹
HOMO: -0.3438 hartree
LUMO energy: -1.4663 eV
HOMO-LUMO gap: 7.9 eV
energy: -6628.67017 Eh

Last column: Löwdin charge in e.
Geometry (Å):
O -1.1214 -7.1296 -2.7904  0.175
C -1.3622 -6.5233 -1.8024  -0.476
O -0.8190 -6.8779 -0.5942  0.077
C -2.3358 -5.3456 -1.8155  0.006
C -2.2954 -4.5608 -0.5439  -0.092
C -3.0488 -4.8918 0.6022  -0.313
C -3.9840 -6.0688 0.5850  -0.109
C -5.2488 -5.7957 -0.2267  -0.804
O -5.8302 -6.6261 -0.8187  0.050
I -5.9555 -3.7440 -0.2705  0.859
N -3.0180 -4.2379 1.7342  0.154
N -2.2331 -3.1669 1.7754  0.041
C -1.5048 -2.7621 0.7549  -0.603
I -0.3545 -1.0425 0.9861  1.117
C -1.4829 -3.4506 -0.4579  -0.091
C -0.6456 -3.0628 -1.6600  -0.769
O 0.4396 -3.6369 -1.7707  0.044
O -1.2431 -2.2791 -2.4136  0.011
H -0.0828 -6.2812 -0.3921  0.126
H -3.3178 -5.7790 -1.9813  0.132
H -2.0166 -4.7427 -2.6561  0.125
H -3.5052 -6.9020 0.0798  0.127
H -4.2587 -6.3410 1.5982  0.136
H -2.2191 -2.6602 2.6575  0.130
O -3.5558 -2.3149 4.8504  -0.302
S -3.6343 -1.8069 6.1956  0.571
O -2.6893 -2.2195 7.1820  -0.260
O -5.1049 -2.0292 6.7454  -0.257
C -5.6487 -3.3675 6.6913  -0.248
C -5.1080 -4.2570 7.7922  -0.071
C -3.6900 -0.0534 6.1289  -0.117
H -5.4672 -3.7954 5.7041  0.111
H -6.7237 -3.2403 6.8000  0.121
H -4.0478 -4.4631 7.6516  0.073
H -5.6440 -5.2062 7.7981  0.081
H -5.2243 -3.7773 8.7634  0.086
H -4.4412 0.2527 5.4094  0.050
H -2.7061 0.2918 5.8185  0.085
H -3.9257 0.3282 7.1180  0.083
O 1.3427 0.9916 -1.7412  -0.304
S 1.1141 1.3801 -3.0993  0.581
O 2.2215 1.4619 -4.0078  -0.285
O 0.3305 2.7657 -3.1201  -0.256
C 0.8727 3.8581 -2.3498  -0.249
C 2.0496 4.5279 -3.0301  -0.067
C -0.1543 0.3782 -3.7695  -0.131
H 1.1373 3.5052 -1.3516  0.113
H 0.0494 4.5615 -2.2405  0.120
H 2.9150 3.8698 -3.0713  0.049
H 2.3363 5.4262 -2.4832  0.085
H 1.7939 4.8021 -4.0538  0.088
H -0.9925 0.3737 -3.0806  0.075
H 0.2420 -0.6290 -3.8725  0.074
H -0.4464 0.7739 -4.7387  0.073
O -5.7034 2.4540 5.4885  -0.283
S -5.8181 2.9804 4.1598  0.560
O -4.6565 3.1364 3.3431  -0.269
O -6.6176 4.3464 4.2202  -0.260
C -6.1461 5.3642 5.1346  -0.245
C -4.9362 6.1041 4.6024  -0.071
C -7.0249 2.0586 3.2727  -0.117
H -5.9466 4.9152 6.1082  0.114
H -6.9852 6.0457 5.2543  0.122
H -4.0629 5.4552 4.5548  0.072
H -4.7021 6.9460 5.2536  0.083
H -5.1262 6.4755 3.5959  0.086
H -7.9200 1.9747 3.8822  0.076
H -6.6000 1.0756 3.0810  0.075
H -7.2336 2.5683 2.3362  0.077
O 5.5424 4.5262 -3.3187  -0.298
S 6.2366 3.3994 -3.8753  0.577
O 7.0379 2.5588 -3.0402  -0.266
O 7.1152 3.9160 -5.0900  -0.257
C 8.0153 5.0224 -4.8423  -0.242
C 9.2747 4.5994 -4.1145  -0.067
C 5.0988 2.4268 -4.7854  -0.118
H 7.4869 5.8083 -4.3005  0.114
H 8.2583 5.4116 -5.8289  0.120
H 9.0606 4.2899 -3.0930  0.059
H 9.9758 5.4328 -4.0742  0.085
H 9.7469 3.7600 -4.6252  0.085
H 4.5245 3.0775 -5.4381  0.083
H 4.4402 1.9366 -4.0723  0.051
H 5.6516 1.6860 -5.3570  0.082
O -2.6957 -0.8629 -5.1747  -0.274
S -2.1470 -1.6957 -6.2006  0.564
O -1.1313 -1.1924 -7.0732  -0.273
O -3.3446 -2.2771 -7.0738  -0.262
C -4.2956 -1.3346 -7.6101  -0.255
C -3.7661 -0.6066 -8.8293  -0.073
C -1.6106 -3.2141 -5.4989  -0.116
H -4.5996 -0.6373 -6.8281  0.112
H -5.1670 -1.9303 -7.8746  0.120
H -2.9456 0.0597 -8.5674  0.071
H -4.5607 -0.0114 -9.2801  0.080
H -3.3918 -1.3164 -9.5665  0.084
H -2.4060 -3.6045 -4.8712  0.068
H -0.7292 -2.9972 -4.8977  0.069
H -1.3661 -3.9032 -6.3030  0.079
O 0.2735 -3.9687 3.2184  -0.306
S 0.3263 -5.2691 3.8270  0.562
O 0.2355 -5.3908 5.2456  -0.258
O 1.6250 -6.0063 3.3045  -0.259
C 2.8892 -5.3038 3.4072  -0.239
C 3.4481 -5.3258 4.8144  -0.069
C -0.8504 -6.3498 3.0958  -0.115
H 2.7706 -4.2853 3.0366  0.115
H 3.5562 -5.8242 2.7241  0.123
H 2.8342 -4.7379 5.4953  0.074
H 4.4557 -4.9108 4.8169  0.084
H 3.4825 -6.3453 5.1977  0.086
H -0.7666 -6.2954 2.0146  0.051
H -1.8344 -6.0152 3.4185  0.068
H -0.6590 -7.3586 3.4507  0.083
O 8.0043 5.1868 1.6679  -0.279
S 7.7677 5.5549 0.3038  0.577
O 8.8689 5.6461 -0.6080  -0.281
O 6.9756 6.9390 0.2903  -0.263
C 7.5220 8.0240 1.0647  -0.257
C 8.6949 8.6947 0.3777  -0.075
C 6.5102 4.5616 -0.4015  -0.121
H 7.7935 7.6643 2.0583  0.113
H 6.7016 8.7291 1.1843  0.119
H 9.5553 8.0295 0.3248  0.071
H 8.9862 9.5895 0.9286  0.079
H 8.4314 8.9751 -0.6420  0.083
H 5.6609 4.5386 0.2765  0.082
H 6.9186 3.5622 -0.5353  0.077
H 6.2352 4.9830 -1.3585  0.037



C6H24BrN12O6Pb as an isolated structure in a non-equilibrium geometry, computed with ωB97M-V with the def2-TZVPD basis set.

Computed properties:
molecular weight: 647.44 g mol⁻¹
HOMO: -0.3586 hartree
LUMO energy: -2.0593 eV
HOMO-LUMO gap: 7.7 eV
energy: -4118.41076 Eh
net charge: +1

Last column: Löwdin charge in e.
Geometry (Å):
Pb -17.8049 28.6885 -5.7016  1.344
Br -17.4669 31.6336 -5.9024  -0.364
C -20.9411 26.4876 -5.7845  -0.701
O -20.0331 27.3240 -5.9256  -0.105
N -22.2325 26.7365 -5.7242  0.180
N -20.6992 25.2169 -5.6268  0.184
H -22.5456 27.6922 -5.8175  0.127
H -22.9555 26.0367 -5.8121  0.117
H -21.4462 24.7000 -5.1853  0.121
H -19.7363 24.9138 -5.6604  0.064
C -19.0333 28.0162 -2.1713  -0.751
O -18.7853 28.1869 -3.3478  -0.081
N -18.5748 27.1229 -1.3630  0.188
N -19.9095 28.7502 -1.5613  0.172
H -18.9375 27.0219 -0.4257  0.119
H -17.9574 26.3781 -1.6532  0.127
H -20.3038 28.5092 -0.6632  0.114
H -20.2111 29.6662 -1.8614  0.132
C -14.9902 28.3249 -7.9055  -0.649
O -16.0101 27.9263 -7.3134  -0.136
N -14.3127 27.6418 -8.8253  0.171
N -14.3539 29.5060 -7.7908  0.178
H -14.7146 26.8093 -9.2322  0.122
H -13.7159 28.2655 -9.3497  0.116
H -13.3783 29.4262 -8.0395  0.126
H -14.9093 30.0092 -7.1136  0.087
C -17.3196 25.0813 -6.0227  -0.772
O -17.4140 26.0651 -5.2839  -0.059
N -17.8744 23.9084 -5.8641  0.169
N -16.8118 25.2398 -7.1715  0.194
H -18.3784 23.7980 -4.9959  0.122
H -17.7331 23.1115 -6.4683  0.128
H -16.6588 24.3729 -7.6666  0.126
H -16.6220 26.1772 -7.4960  0.078
C -14.7011 28.7704 -3.7134  -0.783
O -15.8637 28.6085 -3.9174  -0.042
N -13.7248 28.7503 -4.5209  0.198
N -14.2162 28.5737 -2.5361  0.168
H -12.8210 28.7621 -4.0704  0.123
H -13.7357 28.5285 -5.5062  0.108
H -14.7990 28.3243 -1.7498  0.129
H -13.2433 28.3501 -2.3827  0.116
C -19.3096 27.6870 -9.0028  -0.812
O -18.8520 28.2789 -8.0781  -0.059
N -19.5671 26.4119 -9.0166  0.193
N -19.6315 28.2603 -10.0787  0.194
H -19.3779 25.8362 -8.2086  0.096
H -19.7850 25.8569 -9.8319  0.120
H -20.2806 27.8780 -10.7514  0.127
H -19.6220 29.2703 -10.0818  0.140



C34H15F15GeIN6RhS as an isolated structure, computed with ωB97M-V with the def2-TZVPD basis set.

Computed properties:
molecular weight: 1126.99 g mol⁻¹
HOMO (spin up / spin down): -0.0064 / -0.0916 hartree
multiplicity: 5
expectation value of S²: 6.077
LUMO energy (spin up / spin down): 3.8727 / 3.8669 eV
HOMO-LUMO gap (spin up / spin down): 4.0 / 6.4 eV
energy: -6014.50839 Eh
net charge: -2

Last column: Löwdin spin population.
Geometry (Å):
Rh -0.0158 2.1211 -0.0102  1.082
N 2.5772 2.5234 -2.1752  0.004
C 3.0352 2.4470 -0.8996  0.025
N 4.3728 2.4785 -0.7522  0.073
C 4.7628 2.3691 0.5231  0.031
N 6.1390 2.3321 0.7164  0.007
N 4.0116 2.3155 1.5982  0.075
C 2.6661 2.3622 1.3597  0.189
N 2.1475 2.3379 0.0780  0.100
C 1.7702 2.4349 2.4473  0.119
C 2.2117 2.4244 3.8013  0.071
C 1.2937 2.4992 4.8089  0.036
C -0.0809 2.5859 4.5032  0.143
C -0.4367 2.5824 3.1648  0.014
N 0.4292 2.5205 2.1653  0.222
H 3.2707 2.3163 -2.8720  0.001
H 1.6441 2.1623 -2.3303  0.002
H 6.6383 2.0256 -0.1024  0.001
H 6.4043 1.8839 1.5778  0.000
H 3.2722 2.3558 3.9931  0.005
H 1.6233 2.4902 5.8424  -0.001
H -0.8388 2.6344 5.2714  0.012
H -1.4792 2.6285 2.8615  0.005
I 1.0306 5.6101 -0.2610  0.017
C -0.5290 4.0901 -0.4610  0.053
H -0.8819 4.2375 -1.4818  0.012
H -1.2780 4.4801 0.2255  0.005
F 0.6352 -4.2689 0.1230  0.000
C 1.7441 -3.4993 0.1109  0.000
C 1.7396 -2.2789 -0.5341  0.002
C 2.9399 -1.5860 -0.5461  0.000
F 3.0708 -0.4213 -1.1790  0.001
C 4.0815 -2.0717 0.0810  0.000
F 5.2290 -1.3813 0.0517  0.000
C 4.0344 -3.2908 0.7305  0.000
F 5.1338 -3.7779 1.3328  0.000
C 2.8586 -4.0186 0.7459  0.000
F 2.8194 -5.2136 1.3586  0.000
Ge 0.0554 -1.5538 -1.3221  0.023
S -0.0174 0.3991 -2.0917  0.059
C -0.4379 -2.8037 -2.8019  0.008
C -1.6833 -2.6653 -3.3943  0.003
F -2.5909 -1.8223 -2.8934  0.001
C -2.0549 -3.3701 -4.5277  0.000
F -3.2722 -3.2225 -5.0706  0.000
C -1.1506 -4.2399 -5.1111  0.002
F -1.4970 -4.9346 -6.2105  0.001
C 0.1061 -4.3926 -4.5607  0.000
F 0.9862 -5.2364 -5.1265  0.000
C 0.4376 -3.6702 -3.4234  0.003
F 1.6832 -3.8695 -2.9458  0.001
C -1.1800 -1.9060 0.1958  0.009
C -0.9062 -1.2237 1.3695  0.018
F 0.1982 -0.4710 1.4677  0.014
C -1.6879 -1.3386 2.5089  0.009
F -1.3908 -0.6698 3.6247  0.002
C -2.7774 -2.1893 2.4861  0.000
F -3.5516 -2.3267 3.5766  0.000
C -3.0544 -2.9261 1.3496  0.002
F -4.0893 -3.7828 1.3452  0.001
C -2.2437 -2.7840 0.2353  0.000
F -2.5464 -3.5754 -0.8133  0.000
C -1.8593 1.7301 0.1926  0.872
C -3.2186 1.8471 -0.0741  0.194
C -4.1143 0.7753 0.2366  0.138
C -5.4681 0.8660 0.0093  0.005
C -6.0320 2.0195 -0.5457  0.159
C -5.1834 3.0829 -0.8712  0.007
C -3.8271 3.0096 -0.6482  0.140
H -3.6887 -0.1305 0.6540  0.011
H -6.1044 0.0233 0.2563  -0.004
H -7.0973 2.0844 -0.7251  0.013
H -5.6003 3.9845 -1.3078  -0.003
H -3.1879 3.8426 -0.9106  0.007



A 2-piece molecular cluster, C4H12 overall in a non-equilibrium geometry, computed with ωB97M-V with the def2-TZVPD basis set.

Computed properties:
molecular weight: 60.14 g mol⁻¹
HOMO: -0.4265 hartree
LUMO energy: 1.1577 eV
HOMO-LUMO gap: 12.8 eV
energy: -159.56584 Eh
SMILES: CC.CC

Last column: Löwdin charge in e.
Geometry (Å):
C 1.1649 -2.2433 -0.5959  -0.169
C 0.2691 -1.2265 -1.3369  -0.176
H 0.8754 -3.2257 -0.9791  0.058
H 2.1975 -2.1676 -0.9117  0.057
H 1.0786 -2.1848 0.4868  0.056
H 0.8096 -0.2792 -1.4138  0.061
H -0.7758 -1.2172 -1.0810  0.053
H 0.3358 -1.6169 -2.3652  0.061
C -0.9542 2.3770 0.6305  -0.173
C -0.4899 1.1091 1.3394  -0.174
H -0.1671 3.1102 0.4544  0.060
H -1.5013 2.2945 -0.3114  0.061
H -1.6414 2.8277 1.3500  0.055
H -0.7004 1.1704 2.4055  0.062
H 0.5776 1.0184 1.0980  0.061
H -0.9031 0.1646 0.9779  0.047